# 1
52
Properties=species:S:1:pos:R:3:forces:R:3:nbo_charge:R:1 method="wB97M-V/def2-TZVPD" gap_ha="0.250 / 0.270" molar_mass_g_mol=415.5 lumo_ha="0.0232 / -0.0737" multiplicity=6
H 1.656 -1.661 -5.781 0.07 0.09 0.25 0.210
N 1.246 2.179 4.513 -1.16 -1.74 -1.10 -0.438
H -2.292 0.190 1.268 0.18 -0.11 0.30 0.252
H 1.887 2.270 0.489 -0.21 0.03 -0.47 0.173
C 0.066 -2.477 3.867 1.77 -1.35 -0.35 -0.347
H -1.168 1.318 -1.838 0.03 -0.02 0.34 0.217
H 1.251 1.007 -5.895 -0.34 -0.04 -0.07 0.212
H -0.577 1.051 -5.846 0.33 -0.06 -0.04 0.210
H 2.291 2.822 -1.152 -0.49 -0.39 0.11 0.189
H -2.482 -1.675 5.253 -0.06 0.36 -0.38 0.245
H 1.209 -2.451 5.797 -0.04 0.45 -0.35 0.235
H -2.411 1.010 5.582 0.39 -0.10 -0.27 0.249
C 1.561 2.219 -0.576 0.59 0.02 0.62 -0.080
O 1.642 0.847 -0.998 -1.56 0.55 0.15 -0.532
Ru -0.417 -0.407 3.384 3.38 2.65 0.41 0.972
H -1.525 1.287 -0.106 0.15 0.16 -0.08 0.199
C 2.095 -1.371 4.033 0.39 -0.19 -0.90 -0.218
C 0.335 -0.518 -4.542 0.02 -0.28 -0.77 0.271
C 0.339 0.296 -0.666 0.53 -0.28 0.64 -0.071
H -0.194 3.198 0.242 0.08 0.12 -0.36 0.218
H 0.365 -0.011 0.396 0.03 0.07 -0.04 0.141
H -1.937 2.137 3.121 -0.14 -0.38 0.23 0.261
C -2.323 0.486 4.634 -0.50 0.50 -0.69 -0.256
H 1.653 -2.160 -4.072 0.07 0.13 -0.07 0.214
H -2.575 -2.163 2.575 0.15 0.06 0.08 0.244
C -2.407 -1.203 3.043 -2.00 0.58 0.14 -0.305
H -0.461 2.067 -3.646 0.28 -0.05 0.05 0.173
C -0.724 1.391 -0.839 0.46 -0.25 -0.55 -0.433
H -0.769 -3.132 4.101 0.36 0.11 -0.08 0.243
H 0.161 -0.582 -1.287 0.14 0.21 0.27 0.222
H 3.034 -0.984 4.423 -0.43 0.11 -0.07 0.241
H -1.806 -0.833 -4.623 0.08 0.00 -0.02 0.213
C 0.348 0.827 -5.305 -0.01 -0.04 0.67 -0.463
C 1.147 -2.121 4.758 -0.78 -0.57 -0.46 -0.205
H -0.061 3.361 -1.542 0.00 -0.09 0.25 0.209
C 0.086 2.689 -0.689 0.28 0.02 0.26 -0.442
C 0.656 1.288 4.010 1.51 2.48 1.48 -0.124
H 0.012 -2.395 1.594 0.09 0.12 0.12 0.261
C -2.125 1.087 3.344 -1.98 -0.13 0.19 -0.278
O 0.286 0.123 -3.238 -0.11 0.38 -1.74 -0.559
C 1.672 -1.270 2.668 0.52 -1.52 0.55 -0.260
C 0.392 1.421 -3.893 0.13 0.24 0.37 -0.059
H 2.487 -0.656 -4.553 -0.12 -0.16 -0.03 0.218
H -0.863 -1.724 -5.844 -0.05 0.06 0.12 0.213
C -2.410 -0.929 4.459 -1.01 -0.03 -0.52 -0.319
C 0.456 -2.046 2.520 0.84 -1.42 0.50 -0.379
C -2.250 0.046 2.342 -1.35 0.04 0.85 -0.343
H -0.857 -2.263 -4.160 -0.07 0.05 0.00 0.212
H 2.216 -0.814 1.843 -0.15 0.04 0.31 0.256
C -0.878 -1.379 -4.804 -0.06 -0.21 0.07 -0.624
C 1.618 -1.296 -4.745 0.09 -0.18 0.10 -0.625
H 1.343 1.901 -3.618 -0.31 0.00 -0.02 0.187



# 2
32
Properties=species:S:1:pos:R:3:forces:R:3:nbo_charge:R:1 method="wB97M-V/def2-TZVPD" gap_ha="0.325 / 0.247" molar_mass_g_mol=224.1 lumo_ha="-0.0010 / -0.0366" multiplicity=1 de_lowest_ev=0.016
H 6.651 1.125 0.913 -0.16 -0.08 -0.07 0.239
H -3.734 -2.317 0.201 -0.21 -0.55 0.30 0.233
H 5.174 2.163 0.970 0.62 -1.16 0.36 0.222
H -1.209 1.475 1.178 -1.13 0.50 -0.70 0.234
C 4.815 0.144 0.433 -1.69 2.01 -0.63 0.176
N -0.481 0.199 -1.100 1.00 0.01 -0.18 -0.970
H -4.105 -1.021 -1.013 0.54 -0.71 1.07 0.214
H -1.344 2.458 -0.267 0.69 1.61 -0.75 0.207
S 3.267 0.828 -0.354 1.22 -2.66 0.18 0.197
N 5.005 -1.089 0.325 0.00 -1.08 -0.31 -0.430
H 4.058 -2.805 -0.524 -0.26 0.78 -0.04 0.226
C -1.852 0.514 -0.676 0.55 -0.55 0.30 0.118
C 3.014 -0.852 -0.821 0.29 -0.30 0.50 -0.130
H -2.535 -0.143 2.176 2.30 -0.87 -1.37 0.213
C -2.191 -0.851 0.038 -0.24 0.10 1.84 0.268
H -0.694 -0.599 1.628 0.23 0.93 0.24 0.221
H -2.927 2.023 0.401 1.74 -0.28 0.61 0.213
H -2.897 -0.127 -2.455 -0.22 0.02 -0.06 0.219
C -1.831 1.707 0.272 -1.53 -1.17 0.58 -0.621
B -0.309 -1.181 -1.078 1.51 0.60 -0.38 0.958
H -2.176 1.453 -2.553 -0.26 0.63 -0.14 0.224
H -1.818 -1.735 2.114 -0.38 -0.82 -0.57 0.226
C -1.750 -0.808 1.562 -2.26 0.77 0.29 -0.647
H 0.284 0.863 -1.105 -0.53 0.07 -0.13 0.415
C 3.994 -1.715 -0.388 -1.20 0.26 -0.61 -0.203
O -1.364 -1.836 -0.611 -0.57 -1.06 0.06 -0.752
H -4.122 -0.628 0.689 -0.71 -0.05 0.60 0.211
H 5.512 0.920 2.248 0.02 0.17 -0.29 0.238
C -3.635 -1.276 -0.014 -0.18 1.36 -1.96 -0.631
C 5.587 1.126 1.168 0.54 1.96 0.89 -0.671
C -2.735 0.797 -1.905 0.46 -0.61 1.34 -0.624
H -3.652 1.188 -1.452 -0.17 0.17 -0.96 0.208